Entry from the OMol25 dataset: C30H28BCdF6N10O4S4 as an isolated structure (the ωB97M-V functional and the def2-TZVPD basis).

Values from the calculation:
- Charge: -1
- Calculated total energy: -4393.2865 Eh
- Max |F|: 0.12 eV Å⁻¹
- HOMO: -0.2019 hartree
- Energy relative to the best compared isomer or geometry (same formula, charge and spin): 0.0 kJ/mol
- Gap between HOMO and LUMO: 7.703 eV

Last column: Löwdin charge in e.
Positions of all 84 atoms, in Å:
Cd (-0.33170, -0.36350, -0.61037)  1.25
N (-1.20924, 2.51661, 2.70322)  0.04
C (-0.36083, 1.61879, 2.21270)  -0.17
N (-0.99852, 0.83559, 1.36591)  0.06
C (-2.26981, 1.32300, 1.38291)  -0.34
N (-2.44232, 2.34475, 2.18880)  0.14
C (-3.31415, 0.73629, 0.53426)  -0.22
C (-4.66851, 0.99926, 0.70790)  -0.07
N (-5.58962, 0.45539, -0.07694)  0.09
C (-5.15266, -0.34808, -1.04238)  -0.11
C (-3.80416, -0.62309, -1.21785)  -0.10
N (-2.89028, -0.08174, -0.42527)  0.08
H (-0.94595, 3.28679, 3.30666)  0.08
H (0.67847, 1.59350, 2.49109)  0.09
H (-4.99819, 1.66156, 1.49855)  0.11
H (-5.89510, -0.78554, -1.69823)  0.11
H (-3.44784, -1.27752, -2.00450)  0.11
C (3.27333, 6.07406, 5.31935)  -0.07
N (3.37170, 5.60211, 3.95784)  -0.14
C (4.24348, 6.06739, 2.99015)  -0.06
C (3.98845, 5.35249, 1.87538)  -0.07
N (2.97236, 4.45869, 2.14467)  -0.02
B (2.32335, 3.55897, 1.04381)  -0.46
N (2.77215, 2.06176, 1.29746)  -0.01
C (3.45299, 1.57475, 2.38975)  -0.08
C (3.58195, 0.23600, 2.24923)  -0.05
N (2.97798, -0.09529, 1.05559)  -0.12
C (2.85809, -1.43340, 0.50969)  -0.05
C (2.48273, 1.03131, 0.48478)  -0.75
S (1.69515, 1.12258, -1.04181)  0.59
C (2.58785, 4.62336, 3.43175)  -0.76
S (1.41861, 3.77586, 4.32891)  0.58
H (4.06273, 6.80352, 5.48944)  0.08
H (3.38011, 5.24096, 6.01227)  0.07
H (2.30079, 6.53247, 5.49394)  0.08
H (4.95127, 6.85224, 3.18748)  0.11
H (4.43245, 5.39864, 0.89782)  0.11
H (1.12332, 3.63539, 1.09167)  0.07
H (2.77533, 3.92180, -0.01220)  0.07
H (3.76209, 2.21451, 3.19547)  0.10
H (4.03053, -0.50456, 2.88657)  0.11
H (3.63579, -2.05826, 0.94354)  0.09
H (2.96880, -1.39828, -0.57259)  0.07
H (1.88244, -1.86038, 0.74130)  0.06
F (-3.96382, 4.16835, -3.42701)  0.14
C (-3.47845, 3.53656, -2.35960)  -0.68
F (-3.41231, 4.40390, -1.34685)  0.13
F (-4.33050, 2.56359, -2.02008)  0.12
S (-1.79729, 2.85824, -2.68141)  0.58
O (-1.43587, 2.21259, -1.45055)  -0.35
O (-1.03724, 3.97682, -3.13992)  -0.26
N (-2.18938, 1.87178, -3.85308)  -0.28
S (-1.65945, 0.43616, -4.10296)  0.55
O (-2.57946, -0.31489, -4.89931)  -0.27
O (-1.07273, -0.23195, -2.95917)  -0.42
C (-0.19154, 0.70384, -5.17932)  -0.68
F (0.70626, 1.45529, -4.54494)  0.13
F (-0.52947, 1.30674, -6.31856)  0.14
F (0.37097, -0.47370, -5.47592)  0.13
C (-2.51563, -7.29937, 0.33056)  -0.11
C (-2.05944, -6.75516, -0.86314)  -0.09
C (-1.71727, -5.41413, -0.93814)  -0.04
C (-1.81691, -4.58637, 0.18177)  -0.23
C (-2.30150, -5.14121, 1.36691)  -0.05
C (-2.64011, -6.48390, 1.44649)  -0.10
C (-1.47083, -3.14365, 0.13750)  -0.15
C (-0.46203, -2.55216, -0.51450)  -0.22
C (0.57586, -3.32201, -1.23607)  -0.32
C (1.32866, -4.31165, -0.59644)  -0.08
C (2.34861, -4.97692, -1.26039)  -0.10
C (2.63671, -4.67503, -2.58495)  -0.11
C (1.90112, -3.68984, -3.23193)  -0.09
C (0.89461, -3.01162, -2.56168)  -0.06
H (-2.78212, -8.34744, 0.38695)  0.09
H (-1.97430, -7.37872, -1.74475)  0.10
H (-1.37105, -4.99563, -1.87404)  0.12
H (-2.40482, -4.50490, 2.23908)  0.11
H (-3.00504, -6.89355, 2.38065)  0.09
H (-2.14735, -2.52086, 0.72198)  0.07
H (1.10248, -4.55684, 0.43518)  0.12
H (2.91918, -5.73847, -0.74152)  0.09
H (3.43270, -5.19434, -3.10395)  0.09
H (2.12134, -3.43543, -4.26162)  0.10
H (0.34197, -2.22493, -3.06304)  0.08

***

Entry from the OMol25 dataset: a 8-piece molecular cluster, C30H28F7INO26P overall (the ωB97M-V functional and the def2-TZVPD basis).

Values from the calculation:
- Structure (SMILES): O=C1NC(=O)c2c(I)cc(CP(=O)(O)O)cc21.O=C1OC[C@@H](F)O1.O=C1OC[C@@H](F)O1.O=C1OC[C@@H](F)O1.O=C1OC[C@@H](F)O1.O=C1OC[C@@H](F)O1.O=C1OC[C@@H](F)O1.O=C1OC[C@@H](F)O1
- Charge: 0
- Calculated total energy: -4509.3381 Eh
- Max |F|: 0.96 eV Å⁻¹
- HOMO: -0.3416 hartree
- Gap between HOMO and LUMO: 8.772 eV

Last column: Löwdin charge in e.
Positions of all 94 atoms, in Å:
O (3.76337, 0.69093, 0.70983)  0.13
C (3.41932, 1.28735, -0.27339)  -0.38
N (4.28873, 2.09798, -1.06977)  0.16
C (3.60565, 2.40096, -2.30360)  -0.39
O (4.14497, 2.85799, -3.26962)  0.10
C (2.18926, 1.95962, -2.13966)  -0.14
C (1.06991, 2.12231, -2.94024)  -0.63
I (1.12370, 3.14088, -4.75212)  0.96
C (-0.13001, 1.59990, -2.49300)  -0.10
C (-0.22519, 0.91930, -1.27160)  -0.25
C (-1.56420, 0.39355, -0.80393)  -0.15
P (-2.47909, 1.76182, -0.03854)  0.44
O (-1.78014, 3.05552, -0.03742)  -0.25
O (-2.82875, 1.25896, 1.43671)  -0.13
O (-3.90937, 1.82022, -0.76835)  -0.12
C (0.89987, 0.74567, -0.47819)  0.06
C (2.08739, 1.27993, -0.92939)  -0.08
H (4.61169, 2.94472, -0.61552)  0.16
H (-1.02293, 1.72531, -3.09588)  0.11
H (-1.38955, -0.37566, -0.04948)  0.10
H (-2.11812, -0.03670, -1.63918)  0.08
H (-2.70007, 2.01402, 2.03313)  0.09
H (-3.86017, 1.45407, -1.65825)  0.08
H (0.84202, 0.22159, 0.46791)  0.14
C (7.50628, 0.48048, -0.76063)  -0.05
C (8.43725, -0.66664, -1.09187)  -0.32
O (9.06534, -0.20737, -2.27831)  0.13
C (9.05830, 1.15442, -2.26003)  -0.55
O (9.70490, 1.84222, -2.97328)  0.18
O (8.21623, 1.60065, -1.30052)  0.07
F (7.76466, -1.81278, -1.35967)  0.07
H (6.54876, 0.37377, -1.27130)  0.13
H (7.33660, 0.61167, 0.30392)  0.14
H (9.19452, -0.87259, -0.33730)  0.15
C (-2.58191, -4.31857, -3.93199)  -0.03
C (-3.50079, -3.60527, -2.95903)  -0.31
O (-2.62962, -2.63924, -2.38467)  0.12
C (-1.63738, -2.37632, -3.27790)  -0.55
O (-0.87377, -1.47412, -3.16793)  0.18
O (-1.64807, -3.27998, -4.27192)  0.09
F (-3.95085, -4.41110, -1.98176)  0.09
H (-2.05745, -5.13533, -3.43504)  0.12
H (-3.08223, -4.68384, -4.82321)  0.14
H (-4.34628, -3.09538, -3.42483)  0.17
C (0.31599, -4.47308, 0.71851)  -0.04
C (-1.09890, -4.44381, 1.26076)  -0.31
O (-1.85685, -4.89394, 0.15167)  0.12
C (-1.05234, -5.66604, -0.62601)  -0.55
O (-1.42968, -6.35782, -1.51120)  0.17
O (0.23786, -5.52165, -0.25271)  0.08
F (-1.49678, -3.19550, 1.59577)  0.08
H (0.55409, -3.53255, 0.21933)  0.14
H (1.07193, -4.69913, 1.46386)  0.14
H (-1.27881, -5.10929, 2.10626)  0.18
C (-6.96898, 2.84306, 1.91937)  -0.04
C (-5.77087, 2.27367, 2.64279)  -0.31
O (-6.33721, 1.23812, 3.42124)  0.11
C (-7.48010, 0.81667, 2.79119)  -0.54
O (-8.05569, -0.18127, 3.05172)  0.19
O (-7.82278, 1.69594, 1.82716)  0.09
F (-5.17616, 3.17828, 3.47067)  0.07
H (-7.45888, 3.61456, 2.51354)  0.15
H (-6.74083, 3.23276, 0.93561)  0.12
H (-4.99687, 1.85416, 2.00213)  0.14
C (11.11290, -4.52041, -1.48419)  -0.04
C (11.06618, -5.51953, -0.34480)  -0.31
O (10.87670, -4.68361, 0.78179)  0.14
C (10.25349, -3.54873, 0.36474)  -0.55
O (9.75176, -2.74879, 1.07928)  0.18
O (10.28749, -3.46676, -0.98278)  0.06
F (12.22433, -6.20408, -0.20592)  0.08
H (12.12922, -4.15169, -1.62886)  0.15
H (10.71683, -4.89755, -2.42186)  0.14
H (10.24296, -6.23378, -0.39859)  0.17
C (-7.20870, 7.73760, -1.10431)  -0.04
C (-6.04799, 7.12913, -0.34078)  -0.31
O (-6.68330, 6.09004, 0.38422)  0.12
C (-7.79811, 5.71140, -0.30227)  -0.55
O (-8.40901, 4.72105, -0.08325)  0.18
O (-8.08419, 6.61561, -1.26123)  0.08
F (-5.48415, 7.99949, 0.52414)  0.08
H (-7.70210, 8.50260, -0.50366)  0.15
H (-6.93610, 8.14331, -2.07348)  0.14
H (-5.26431, 6.69734, -0.96531)  0.18
C (-3.70915, 0.66069, 5.25327)  -0.05
C (-3.64617, -0.72483, 5.86268)  -0.31
O (-2.40387, -1.20762, 5.38377)  0.13
C (-1.59501, -0.13948, 5.13841)  -0.55
O (-0.43099, -0.20310, 4.94331)  0.18
O (-2.32137, 1.00392, 5.15572)  0.07
F (-4.63656, -1.53345, 5.42707)  0.09
H (-4.14310, 0.62611, 4.25620)  0.12
H (-4.24209, 1.38802, 5.85788)  0.14
H (-3.63661, -0.74097, 6.95398)  0.17

***

Entry from the OMol25 dataset: C30H28FIN3O5Os as an isolated structure (the ωB97M-V functional and the def2-TZVPD basis).

Values from the calculation:
- Charge: +1
- Calculated total energy: -2188.3995 Eh
- Max |F|: 0.87 eV Å⁻¹
- Spin multiplicity: 5
- HOMO (alpha / beta): -0.3665 / -0.4080 hartree
- Energy relative to the best compared isomer or geometry (same formula, charge and spin): 229.6 kJ/mol
- Gap between HOMO and LUMO (alpha / beta): 7.148 / 6.583 eV
- Expectation value of S²: 6.03

Last column: Löwdin charge in e.
Positions of all 69 atoms, in Å:
Os (0.56702, 0.37501, -1.24626)  1.60
O (5.65616, 0.60329, 2.11321)  0.13
C (4.53797, 0.77133, 1.40575)  -0.29
C (4.50280, 0.69490, 0.00024)  0.07
C (3.29511, 0.76407, -0.62723)  -0.21
N (2.09977, 0.96748, -0.00613)  -0.06
C (2.17309, 1.27054, 1.34932)  -0.22
C (3.37582, 1.06361, 2.07586)  0.08
C (1.23613, 1.97593, 2.07435)  -0.09
O (0.90454, 2.45600, 3.07271)  0.24
O (-0.51719, 2.25225, 0.52343)  -0.17
C (3.23690, 0.69792, -2.14359)  -0.60
O (4.24365, 0.62435, -2.79350)  0.13
O (2.01006, 0.78360, -2.59166)  -0.23
H (6.41546, 0.45173, 1.53915)  0.13
H (5.39148, 0.56061, -0.60337)  0.14
H (3.37946, 1.18585, 3.15083)  0.15
C (0.49979, -4.03140, 1.75300)  -0.05
C (0.95607, -2.64377, 1.27680)  -0.36
C (2.46881, -2.50834, 1.45096)  -0.04
C (0.16520, -1.57045, 2.01264)  -0.14
C (0.21366, -1.52049, 3.40098)  -0.02
C (-0.61100, -0.66671, 4.11208)  -0.05
C (-1.50149, 0.14803, 3.43602)  -0.03
C (-1.55706, 0.16846, 2.04541)  -0.13
C (-2.50730, 1.19929, 1.42580)  -0.27
C (-3.24922, 0.86356, 0.12744)  -0.04
C (-1.74673, 2.51548, 1.24222)  -0.15
C (-0.68502, -0.67635, 1.33939)  -0.21
N (-0.67644, -0.66586, -0.08679)  -0.14
C (-1.44185, -1.65914, -0.68964)  -0.26
C (-2.25402, -2.58196, -0.01704)  -0.01
C (-2.96072, -3.54425, -0.71901)  -0.05
C (-2.88779, -3.62488, -2.10428)  -0.06
C (-2.11748, -2.70370, -2.80005)  0.00
C (-1.44587, -1.76356, -2.06865)  -0.19
F (-0.68235, -0.79553, -2.72490)  -0.06
H (0.90809, -4.80976, 1.10610)  0.09
H (-0.58823, -4.11163, 1.74158)  0.07
H (0.84496, -4.22748, 2.77006)  0.08
H (0.74082, -2.57397, 0.21029)  0.11
H (2.74623, -2.45237, 2.50617)  0.09
H (2.84803, -1.62230, 0.94783)  0.05
H (2.96740, -3.37870, 1.01972)  0.09
H (0.88926, -2.18080, 3.93215)  0.12
H (-0.57089, -0.64325, 5.19396)  0.11
H (-2.16718, 0.79165, 4.00039)  0.12
H (-3.27318, 1.38435, 2.18118)  0.14
H (-2.58464, 0.89906, -0.73105)  0.05
H (-4.03771, 1.60316, -0.02531)  0.09
H (-3.71666, -0.11831, 0.17365)  0.09
H (-0.18979, 3.07525, 0.13009)  -0.01
H (-1.50621, 2.96239, 2.20761)  0.12
H (-2.34058, 3.21946, 0.65722)  0.13
H (-2.31984, -2.52710, 1.06194)  0.12
H (-3.58183, -4.24452, -0.17574)  0.12
H (-3.42068, -4.39673, -2.64142)  0.11
H (-2.04234, -2.71909, -3.87972)  0.13
I (1.55055, 4.16577, -1.64013)  1.06
C (0.07392, 3.38356, -2.92100)  -0.73
C (-0.23150, 4.13818, -4.04120)  -0.12
C (-1.26612, 3.71160, -4.85731)  -0.03
C (-1.95825, 2.56319, -4.51143)  -0.03
C (-1.57943, 1.88293, -3.37253)  -0.13
N (-0.56777, 2.26914, -2.57912)  -0.05
H (0.32021, 5.04157, -4.25614)  0.10
H (-1.53336, 4.27904, -5.73917)  0.12
H (-2.78540, 2.20543, -5.10817)  0.12
H (-2.11535, 0.99335, -3.06600)  0.10

***

Which of these has the highest charge?
C30H28FIN3O5Os

***

Which of these has the lowest charge?
C30H28BCdF6N10O4S4

***

Which of these has the highest calculated total energy?
C30H28FIN3O5Os